7 unconnected molecules or ions with the total composition C38H42Cl2F4N6O4PS. Source: OMol25; level of theory: ωB97M-V/def2-TZVPD.

Calculated values
E_tot (eV): -113253.8132
Molar mass (g/mol): 856.731
HOMO-LUMO gap (eV): 7.3
E_LUMO (eV): 1.83
Total charge: -1

```
98
C38H42Cl2F4N6O4PS ωB97M-V/def2-TZVPD
C 2.67869 -6.38337 -0.02948
O 2.92161 -5.15397 -0.70854
C 1.85592 -4.20481 -0.45903
P 1.78064 -2.82440 -1.76251
C 1.90126 -4.21451 -3.11677
C 1.28035 -3.69845 -4.42656
O 1.77056 -3.82701 -5.46916
F 0.05564 -3.07759 -4.32654
C 3.67621 -2.50994 -1.85393
Cl 4.24405 -2.12321 -3.53131
C 4.64022 -2.51193 -0.93433
C 6.11089 -2.17543 -1.28851
Cl 4.33408 -2.81932 0.76579
S 1.41917 -1.16788 -0.30023
O 0.91968 -1.55099 1.01462
O 2.46577 -0.15100 -0.30252
C -0.04782 -0.20655 -1.05456
F -1.21240 -0.85448 -0.95304
F 0.20062 0.26542 -2.27644
F -0.17459 0.90066 -0.25228
H 2.20254 -7.07363 -0.76474
H 3.68194 -6.81154 0.20773
H 2.11255 -6.28350 0.91859
H 0.91982 -4.80050 -0.58281
H 1.88184 -3.91417 0.60899
H 1.63150 -1.82628 -2.79256
H 0.34487 -3.00785 -1.77563
H 2.92572 -4.58438 -3.26589
H 1.24413 -5.06386 -2.81677
H 6.58127 -2.97108 -1.89124
H 6.69132 -2.09312 -0.34450
H 6.15990 -1.17573 -1.76271
N -3.36900 3.52418 -0.76707
C -4.25827 4.31493 -0.16159
C -4.15134 4.73055 1.15703
C -3.05896 4.29751 1.89113
C -2.12240 3.47506 1.28573
C -2.32142 3.11980 -0.03950
H -5.09656 4.62426 -0.77766
H -4.90272 5.37445 1.59622
H -2.93770 4.59801 2.92565
H -1.25721 3.11741 1.82817
H -1.61697 2.48299 -0.55646
N 0.05883 7.02561 -1.53314
C -0.62103 6.40187 -0.56754
C -0.57697 6.77264 0.76870
C 0.21977 7.84864 1.12361
C 0.93539 8.50905 0.13797
C 0.81863 8.06010 -1.16789
H -1.22782 5.56417 -0.89432
H -1.15087 6.23267 1.50855
H 0.28258 8.16926 2.15689
H 1.56920 9.35321 0.37624
H 1.35702 8.54725 -1.97439
N 2.32584 -8.73754 -2.10396
C 2.07198 -10.04706 -2.15848
C 2.43109 -10.85798 -3.22339
C 3.08844 -10.27698 -4.29670
C 3.36045 -8.91942 -4.26244
C 2.96114 -8.19891 -3.14705
H 1.55301 -10.45528 -1.29715
H 2.20171 -11.91555 -3.21273
H 3.38512 -10.87592 -5.14963
H 3.87070 -8.42917 -5.08064
H 3.15457 -7.13281 -3.07164
N 9.70186 -2.81192 0.06502
C 10.34716 -1.72858 0.50321
C 10.48802 -1.40012 1.84232
C 9.92420 -2.24178 2.78564
C 9.24817 -3.37139 2.35722
C 9.16650 -3.61123 0.99414
H 10.76958 -1.09722 -0.27150
H 11.02493 -0.50814 2.13721
H 10.01055 -2.02013 3.84272
H 8.79350 -4.05281 3.06381
H 8.64923 -4.48458 0.61177
N -7.60709 1.75532 2.61963
C -6.79230 1.93882 1.57726
C -7.13858 2.66509 0.44767
C -8.40192 3.22982 0.39306
C -9.26458 3.05075 1.46278
C -8.81935 2.31023 2.54630
H -5.81512 1.47585 1.66388
H -6.43793 2.78398 -0.36632
H -8.71102 3.80385 -0.47266
H -10.25938 3.47704 1.45676
H -9.45645 2.14542 3.40966
N -9.40838 6.14258 4.83970
C -9.30580 7.47371 4.86649
C -8.54367 8.20707 3.97046
C -7.84310 7.52125 2.99080
C -7.93286 6.13998 2.94471
C -8.72618 5.50279 3.88627
H -9.86889 7.96637 5.65230
H -8.49982 9.28607 4.03859
H -7.23468 8.05736 2.27197
H -7.40082 5.56747 2.19558
H -8.82995 4.42445 3.88786
```

A molecular structure, C38H42ClEuN6O7. Source: OMol25; level of theory: ωB97M-V/def2-TZVPD.

Calculated values
E_tot (eV): -95206.0618
ΔE to the lowest compared entry with this formula, charge and spin (kJ/mol): 0.0
Molar mass (g/mol): 882.206
Spin multiplicity: 8
HOMO-LUMO gap (spin up / spin down) (eV): 4.9 / 5.9
E_LUMO (spin up / spin down) (eV): 2.19 / 2.19
Total charge: -1

```
95
C38H42ClEuN6O7 ωB97M-V/def2-TZVPD
Eu 0.65110 0.24799 -1.28397
C 3.16361 -0.87092 -4.31803
N 3.09579 -0.14177 -3.06051
C 3.50865 1.24310 -3.34174
C 3.93242 -0.70188 -2.02695
C 4.86587 -1.70301 -2.27044
C 5.68992 -2.18602 -1.26105
C 5.59025 -1.64866 0.01319
C 4.66528 -0.65456 0.27395
C 3.81050 -0.15783 -0.72356
N 2.83151 0.78225 -0.45707
C 3.14665 1.85290 0.33131
C 4.46644 2.34888 0.47479
C 4.76000 3.45162 1.25048
C 3.75139 4.13117 1.92132
C 2.44641 3.68857 1.76792
C 2.13169 2.58649 0.98673
N 0.73866 2.18278 0.82190
C -0.05549 3.33235 0.36642
C 0.22342 1.70626 2.11015
H 4.13175 -0.72677 -4.82161
H 2.38212 -0.50165 -4.98338
H 3.02339 -1.93701 -4.15346
H 4.54503 1.26487 -3.71108
H 3.43327 1.85320 -2.44867
H 2.85560 1.66448 -4.10569
H 4.98180 -2.11973 -3.26189
H 6.40219 -2.97230 -1.47875
H 6.23473 -2.00612 0.80847
H 4.56173 -0.25387 1.27413
H 5.26837 1.85299 -0.05653
H 5.78746 3.79089 1.32799
H 3.97445 4.99498 2.53561
H 1.65272 4.22470 2.27618
H -0.23657 4.05882 1.17159
H -1.01317 2.98163 -0.00562
H 0.47133 3.82823 -0.44435
H 0.35756 2.45821 2.89992
H 0.75325 0.79741 2.39401
H -0.83746 1.48366 2.02182
C -5.50181 -0.23863 2.95892
O -4.67808 0.29473 1.94248
C -4.38064 1.62120 1.97836
C -4.90119 2.49061 2.92648
C -4.66547 3.85507 2.83860
C -3.93105 4.35905 1.78069
C -3.38843 3.49182 0.84665
C -3.55302 2.11337 0.95031
N -2.99120 1.30240 -0.05031
C -2.32783 0.10062 -0.00795
N -2.00301 -0.47007 1.16376
C -0.98512 -1.47195 1.30095
C 0.17840 -1.40873 0.52464
C 1.09144 -2.44690 0.79519
C 0.85342 -3.44843 1.72593
C -0.30043 -3.43696 2.50163
C -1.22244 -2.42365 2.29649
O -2.39051 -2.27605 3.02645
C -2.57342 -3.15624 4.10724
N -1.95913 -0.40797 -1.16229
C -2.21979 -1.76646 -1.33099
C -3.41511 -2.31809 -0.84721
C -3.77990 -3.62854 -1.10495
C -2.94317 -4.43984 -1.85036
C -1.74497 -3.92454 -2.32654
C -1.38129 -2.60988 -2.07878
O -0.19583 -2.07862 -2.53040
C 0.33844 -2.68137 -3.69479
H -5.05389 -0.09682 3.94651
H -5.57284 -1.30239 2.74813
H -6.49904 0.21020 2.93879
H -5.52742 2.11422 3.72367
H -5.07659 4.51446 3.59187
H -3.77294 5.42539 1.68627
H -2.81716 3.87896 0.01199
H -2.93505 1.70951 -0.97399
H -2.57698 -0.32523 1.97548
H 2.04110 -2.47156 0.25992
H 1.57173 -4.25003 1.87217
H -0.46278 -4.20778 3.24369
H -3.48714 -2.84094 4.61030
H -1.74032 -3.10772 4.81524
H -2.68773 -4.19137 3.77077
H -4.07549 -1.67898 -0.27240
H -4.72318 -4.00950 -0.73082
H -3.21121 -5.46735 -2.06178
H -1.07290 -4.57766 -2.86726
H 0.88797 -1.90515 -4.21400
H -0.45549 -3.04441 -4.34872
H 1.00708 -3.50774 -3.43675
O -0.34243 2.76891 -4.35766
Cl -0.19611 1.99616 -3.17834
O -1.33718 2.13153 -2.31807
O 0.95818 2.41082 -2.42416
O -0.01464 0.60216 -3.50461
```

A molecular structure, C38H42FFeGeN5O5. Source: OMol25; level of theory: ωB97M-V/def2-TZVPD.

Calculated values
E_tot (eV): -151389.1327
ΔE to the lowest compared entry with this formula, charge and spin (kJ/mol): 0.0
Molar mass (g/mol): 796.237
Spin multiplicity: 6
HOMO-LUMO gap (spin up / spin down) (eV): 5.6 / 5.7
E_LUMO (spin up / spin down) (eV): -3.33 / -3.33
Total charge: +1

```
93
C38H42FFeGeN5O5 ωB97M-V/def2-TZVPD
Fe 2.00622 -1.96197 -1.65261
C 4.50610 -2.83093 -3.44129
O 3.14781 -2.40056 -3.58575
C 2.90717 -1.39798 -4.50639
C 3.83085 -0.92494 -5.41697
C 3.43657 0.05925 -6.31765
C 2.14538 0.56283 -6.30978
C 1.22536 0.09369 -5.38537
C 1.60959 -0.88016 -4.47836
N 0.80896 -1.40181 -3.44716
N -0.43457 -1.33267 -3.59430
C -1.21750 -1.96177 -2.65815
C -0.72399 -2.96842 -1.79807
O 0.53176 -3.25378 -1.63815
C -1.68462 -3.74647 -1.07080
C -3.00968 -3.47106 -1.12368
C -3.52311 -2.41131 -1.92991
C -4.89996 -2.11561 -1.96619
C -5.37989 -1.11082 -2.76479
C -4.48624 -0.37236 -3.55737
C -3.14127 -0.63983 -3.53671
C -2.62474 -1.66774 -2.72027
H 4.87819 -3.21887 -4.38893
H 5.12019 -2.00333 -3.08410
H 4.48807 -3.63358 -2.70823
H 4.84481 -1.29341 -5.43531
H 4.15826 0.43650 -7.02926
H 1.85820 1.32815 -7.01750
H 0.21480 0.47596 -5.34478
H -1.29931 -4.54689 -0.45491
H -3.70934 -4.06143 -0.54371
H -5.57397 -2.70550 -1.35641
H -6.43908 -0.89309 -2.79601
H -4.86448 0.41350 -4.19857
H -2.46073 -0.07047 -4.15350
F -3.49655 0.90013 1.30658
C -2.22331 1.34159 1.36065
C -1.27600 0.71515 0.60187
C 0.03790 1.18979 0.60097
C 1.03843 0.50342 -0.21769
O 0.69598 -0.54046 -0.80036
C 2.32585 1.11283 -0.27288
C 2.57106 2.19310 0.51784
N 1.68204 2.75813 1.36696
C 2.08298 3.88980 2.16867
C 2.13283 3.72980 3.66288
C 3.40276 3.82905 2.87278
C 0.37482 2.29691 1.38812
C -0.60775 2.90175 2.18083
C -1.91296 2.43750 2.17637
N -2.86569 3.07782 3.01076
C -3.08180 4.50556 2.84265
C -3.23099 5.12231 4.24272
N -3.68943 4.02531 5.16642
C -4.75823 3.20297 4.51232
C -4.10281 2.40155 3.37387
C 3.46405 0.64573 -1.16678
O 4.48335 1.31331 -1.19008
O 3.25011 -0.42266 -1.84455
H -1.53887 -0.13544 -0.01552
H 3.55441 2.64256 0.47915
H 1.77234 4.84702 1.76559
H 1.87594 2.75591 4.05715
H 1.83496 4.57113 4.27341
H 3.98846 2.92802 2.76264
H 3.97758 4.74158 2.92245
H -0.33976 3.72600 2.82610
H -3.97671 4.70253 2.23906
H -2.24024 4.96176 2.32818
H -3.97767 5.91362 4.27588
H -2.28912 5.49761 4.63854
H -3.99672 4.40342 6.06144
H -2.88745 3.41166 5.32941
H -5.50776 3.90589 4.15314
H -5.21234 2.55755 5.26037
H -4.81882 2.32612 2.55120
H -3.86906 1.39127 3.70829
C 1.78788 -5.55752 0.43882
Ge 1.95633 -3.81102 1.30802
C 0.20485 -3.10339 1.85874
C 3.01097 -4.08361 2.94996
C 2.81892 -2.49050 0.18348
H 1.50394 -6.31705 1.16903
H 2.74701 -5.85145 0.00935
H 1.05800 -5.53870 -0.36382
H -0.22085 -3.71361 2.65689
H -0.50067 -3.07481 1.02730
H 0.32480 -2.08499 2.23733
H 2.49684 -4.75389 3.63954
H 3.18602 -3.13552 3.45982
H 3.98085 -4.52064 2.71192
H 3.84281 -2.78926 -0.08307
H 2.91072 -1.54579 0.73023
```

Question: The lowest molar mass belongs to which entry?
Answer: C38H42FFeGeN5O5

Question: Which formula does entry 1 have?
Answer: C38H42Cl2F4N6O4PS

Question: Among the records above, which one has the highest total charge?
Answer: C38H42FFeGeN5O5

Question: The lowest molar mass belongs to which entry?
Answer: C38H42FFeGeN5O5